The following is a DFT calculation (ωB97M-V/def2-TZVPD) of a 2-piece molecular cluster, C9H12F8O3S overall at a distorted geometry.

Last column: Löwdin charge in e.
CARTESIAN COORDINATES (ANGSTROEM)
F 0.3120 -23.2905 -10.1231  0.10
C 0.0885 -22.6480 -8.9556  -0.30
F -1.2269 -22.7642 -8.6557  0.10
C 0.9302 -23.1585 -7.7838  -0.45
F 2.2473 -23.0690 -8.0932  0.13
F 0.6668 -24.4559 -7.4901  0.12
C 0.6568 -22.3541 -6.5217  -0.05
O 1.0235 -21.0016 -6.8025  0.02
C 0.6555 -20.1286 -5.8115  -0.55
F -0.6671 -19.8960 -5.8631  0.16
F 0.9396 -20.6441 -4.5989  0.14
C 1.4557 -18.8329 -6.0614  -0.29
F 1.0948 -18.3610 -7.2753  0.11
F 1.2141 -17.9425 -5.0921  0.11
H 0.3289 -21.5902 -9.0980  0.17
H 1.4031 -22.7575 -5.8297  0.14
H -0.3515 -22.4426 -6.1309  0.15
H 2.5244 -19.0603 -6.0676  0.17
O -1.1090 -27.2364 -3.2434  -0.32
S -0.6913 -26.0777 -4.0023  0.68
O -1.0782 -25.8968 -5.3834  -0.33
C -1.1351 -24.5598 -3.0605  -0.21
C -0.1071 -24.5805 -1.9309  -0.23
C 1.2829 -24.9202 -2.5115  -0.20
C 1.0753 -25.8004 -3.7336  -0.22
H -2.1823 -24.5469 -2.7664  0.11
H -1.0253 -23.6836 -3.7037  0.09
H -0.0467 -23.6280 -1.3986  0.11
H -0.4372 -25.2734 -1.1556  0.11
H 1.9314 -25.3016 -1.7238  0.11
H 1.7690 -23.9779 -2.7754  0.11
H 1.6689 -26.7121 -3.7593  0.11
H 1.3256 -25.2734 -4.6603  0.08

Properties
HOMO-LUMO gap: 0.401 hartree
Energy relative to the best compared isomer or geometry (same formula, charge and spin): 0.00 kcal/mol
F_max: 1.39 eV/Å
LUMO: 0.40 eV
Spin multiplicity: 1